Computed, not measured: a cluster of 3 separate species, C29H59BClN3O6P in total, with ωB97M-V/def2-TZVPD.

Each line ends with the Mulliken charge.
Element x y z (Å)
H (-2.7799, 4.5762, 7.9233)  0.435
C (-0.4178, 7.3789, 5.8533)  -0.520
H (0.7668, 3.4189, -2.4272)  0.318
O (-2.7870, -7.5786, -2.1967)  -0.613
H (-2.3311, -7.9487, -4.9903)  0.390
H (-1.5534, -1.5042, -0.9914)  0.401
H (4.8591, 2.6223, -4.3773)  0.332
H (3.1112, 3.3501, -0.2757)  0.228
C (1.9270, -2.8302, -3.3012)  0.793
C (0.1921, -9.3877, -3.1267)  -1.780
C (-2.8785, 4.5537, 6.8379)  -1.891
H (-3.2875, 6.5091, 2.2319)  0.448
C (-3.3384, 6.9563, 6.9765)  -1.787
C (-1.2830, -8.1526, -4.7489)  -1.325
C (-0.6734, 7.2838, 4.3491)  -1.192
H (0.6569, 7.4415, 6.0351)  0.393
H (1.0074, -8.7771, -3.5061)  0.285
O (1.5695, -3.3573, -4.3402)  -0.593
H (-3.9178, 4.3306, 6.5922)  0.446
H (1.3705, -0.8420, -0.5804)  -0.014
H (-1.6292, 5.9013, 2.2099)  0.433
H (3.4871, 1.8297, 0.5637)  0.134
O (1.0995, -2.6998, -2.2332)  -0.190
C (-0.0799, -0.1021, 0.8679)  -0.996
B (1.3185, 1.8741, -0.2441)  0.625
C (-0.8013, -6.4291, -2.3849)  1.906
O (-2.3547, 4.7732, 4.2786)  -0.575
C (3.3060, -2.2950, -3.0580)  -1.150
H (3.4242, -1.3323, -3.5416)  0.159
H (-0.9093, -2.8657, -2.6983)  0.218
H (-1.0476, 0.3244, 0.6039)  0.349
H (-1.9249, -10.6985, -3.9453)  0.430
H (-0.6685, -6.4145, -5.8640)  0.454
H (-4.0313, 8.1217, 4.1509)  0.358
O (0.6926, 4.1501, -1.8102)  -0.551
H (3.4763, -2.1894, -1.9948)  0.318
H (-0.2552, -4.9700, -3.8642)  -0.315
C (-0.9848, 6.1586, 6.5784)  -1.285
H (-0.8440, -4.5322, -1.3914)  0.196
H (-4.3448, 6.9680, 6.5566)  0.353
H (-2.1870, -10.3449, -2.2331)  0.443
H (4.0322, -2.9748, -3.4917)  0.419
C (-0.8878, -5.8556, -3.7981)  -0.500
Cl (1.1395, 4.8410, 0.9866)  -0.354
H (-1.4130, -5.8645, -0.3817)  0.485
C (-0.6026, -1.1485, -1.3885)  -0.869
C (5.7647, 2.7164, -2.0278)  -0.938
H (-0.2328, -0.6547, 1.7966)  0.325
H (3.3592, 3.4486, -4.0232)  0.220
H (-0.4016, 5.2785, 6.2914)  0.395
H (6.0128, 1.9187, -1.3276)  0.345
N (4.3292, 2.7101, -2.3196)  0.217
H (-3.4255, 6.7126, 8.0355)  0.474
H (3.4093, 1.6910, -3.9157)  0.244
H (6.0463, 3.6510, -1.5455)  0.273
N (-1.5097, -7.7450, -2.3089)  0.458
H (-0.8648, 6.2742, 7.6587)  0.359
H (-0.8478, 8.2998, 6.2590)  0.310
H (0.5270, 1.6920, 1.8467)  0.422
C (-2.9632, 8.3273, 4.2333)  -1.808
H (-0.3352, 8.1950, 3.8518)  0.407
H (1.0987, 1.2445, -1.2676)  -0.260
H (-2.2579, 3.7419, 6.4655)  0.382
H (-1.9134, -5.5230, -3.9923)  0.495
H (-0.7885, -0.1482, -1.7699)  0.175
H (-2.9341, 7.9648, 6.9317)  0.279
C (-1.4233, -5.4544, -1.3927)  -1.650
C (-2.4606, 5.9044, 6.2689)  1.793
P (0.2213, 3.4683, -0.3443)  -0.207
C (0.6726, -6.5639, -1.9602)  -1.745
N (-2.6958, 5.9077, 4.7945)  0.437
H (-3.2140, -9.6034, -3.4643)  0.367
C (-1.2016, -8.7683, -3.3515)  1.753
O (3.6164, 0.5549, -1.8188)  -0.497
C (-0.1727, -2.0854, -2.5224)  -0.627
H (1.8272, 0.5659, 1.5683)  0.259
C (3.6317, 1.7369, -1.5009)  -0.023
H (-2.7784, 8.8033, 5.1937)  0.296
H (1.3065, -7.0344, -2.7076)  0.235
H (1.0906, -5.5725, -1.7886)  0.306
H (0.2605, -10.3423, -3.6488)  0.484
H (0.7571, -7.1285, -1.0302)  0.413
H (-0.0727, 6.4662, 3.9396)  0.321
C (3.9802, 2.5990, -3.7395)  -0.809
H (-2.7076, 9.0663, 3.4745)  0.457
H (0.4235, -2.0868, 0.2049)  0.576
C (-0.4869, -6.8543, -4.8818)  -0.725
H (6.3603, 2.5663, -2.9224)  0.354
C (-2.1974, -9.9167, -3.2367)  -1.864
C (0.9495, 1.0101, 1.0992)  -0.999
H (-2.4508, -5.2033, -1.6497)  0.385
C (2.9636, 2.2748, -0.2819)  -0.314
H (-0.0988, -1.5319, -3.4550)  0.685
H (-0.9318, -8.8865, -5.4788)  0.383
H (-1.9354, 7.6038, 1.9363)  0.402
C (-2.1419, 7.0449, 3.9986)  1.780
C (-2.2573, 6.7362, 2.5114)  -1.905
H (0.3667, -9.5776, -2.0672)  0.348
C (0.3767, -1.0836, -0.2213)  0.017
H (0.5867, -7.0556, -4.8362)  0.288

Atoms 1-6, force components in eV/Å:
H -0.004 0.102 0.038
C -0.097 -0.012 -0.040
H 0.303 -0.227 -0.173
O 0.225 -0.215 0.458
H -0.031 -0.009 0.119
H -0.174 -0.001 0.014

## Properties
Net charge ... -1
E_LUMO (alpha / beta) ... 0.085 / 0.077 Eh
Spin multiplicity ... 3
HOMO level (alpha / beta) ... -4.2 / -4.2 eV
Largest force on an atom ... 1.713 eV/Å
Electronic energy ... -70272.448 eV